Arrangement one

A single C4H11N3S molecule. Source: OMol25; level of theory: wB97M-V/def2-TZVPD.

XYZ file:
```
19
Properties=species:S:1:pos:R:3:nbo_charge:R:1
C -0.31194 -0.93937 1.30130 -0.4326
N 0.07067 -0.61679 -0.05779 -0.2926
C -0.67436 -1.36317 -1.06139 -0.4198
N 0.08083 0.75673 -0.32786 -0.3037
C -1.13368 1.49836 -0.11445 -0.4267
C 1.27539 1.44506 -0.09504 0.2598
N 2.49729 1.09698 0.01532 -0.6318
S 3.18484 -0.44068 -0.12415 0.1586
H -0.13387 -2.00699 1.48929 0.2132
H -1.38171 -0.73185 1.49838 0.1712
H 0.31052 -0.34863 2.00085 0.2173
H -0.51826 -2.46800 -0.90596 0.2074
H -0.31466 -1.10507 -2.04641 0.2190
H -1.76964 -1.20218 -1.02409 0.1690
H -1.93979 1.01152 -0.61118 0.2053
H -1.03372 2.50176 -0.56099 0.2173
H -1.39765 1.63656 0.93123 0.1825
H 1.11563 2.50850 -0.01208 0.1704
H 2.07411 -1.23275 -0.29499 0.1162
```

Structure (SMILES) ... CN(C)N(C)/C=N\S
Frontier orbital gap ... 8.627 eV
HOMO energy ... -7.88 eV
2S+1 ... 1


Arrangement two

A single C4H11N3S molecule. Source: OMol25; level of theory: wB97M-V/def2-TZVPD.

XYZ file:
```
19
Properties=species:S:1:pos:R:3:nbo_charge:R:1
C -1.82086 0.43400 1.18886 -0.6239
C -2.29627 0.37528 -0.24013 -0.2297
N -1.06679 0.39973 -1.06506 -0.5227
N -0.51465 -0.93332 -0.98651 -0.4052
C 0.67828 -1.08999 -0.47471 0.2607
N 1.53217 -0.14226 -0.00113 -0.5555
C 2.89391 -0.52460 0.32925 -0.4326
S 1.64420 1.59318 -0.37338 0.1187
H -1.38321 1.42470 1.36617 0.2137
H -2.73957 0.14377 1.87566 0.2070
H -1.05884 -0.39962 1.27641 0.2176
H -2.85282 -0.57267 -0.37829 0.1916
H -2.77282 1.34777 -0.56217 0.1927
H -1.33474 0.51615 -2.02245 0.3598
H 0.94658 -2.12552 -0.26902 0.1982
H 2.92399 -1.67708 0.38005 0.2059
H 3.53416 -0.24883 -0.55374 0.2087
H 3.26964 -0.22499 1.39329 0.2208
H 0.41764 1.70428 -0.88309 0.1740
```

Structure (SMILES) ... CCN/N=C\N(C)S
Frontier orbital gap ... 8.910 eV
HOMO energy ... -8.23 eV
2S+1 ... 1


If we sort the structures by their calculated energies, the order from most to least stable is arrangement one, arrangement two.


Arrangement one

A molecular structure, C20H30F6MnO15P. Source: OMol25; level of theory: wB97M-V/def2-TZVPD.

XYZ file:
```
73
Properties=species:S:1:pos:R:3:lowdin_spin:R:1
Mn -25.70785 3.91824 -8.09480 4.8324
P -22.70375 1.84548 -7.45381 0.0030
F -21.45982 0.93576 -7.02112 0.0000
F -22.50312 2.89416 -6.26939 0.0011
F -21.81719 2.62029 -8.57654 0.0011
F -24.06328 2.75626 -7.88277 0.0508
F -23.17605 0.93938 -8.72518 0.0017
F -23.69635 1.03099 -6.44980 0.0011
C -22.03734 -2.69550 -4.35806 0.0000
C -23.18525 -2.57497 -3.36900 0.0000
C -24.37056 -1.68558 -3.84495 0.0000
O -25.29808 -2.71754 -4.17368 0.0000
C -25.02176 -3.89300 -3.60405 0.0000
O -25.75704 -4.82109 -3.50743 0.0000
O -23.72049 -3.89778 -3.21127 0.0000
H -21.76993 -1.75432 -4.85951 0.0000
H -22.35326 -3.24571 -5.24650 0.0000
H -21.09036 -3.01633 -3.93308 0.0000
H -22.95863 -2.18361 -2.37539 0.0000
H -24.13485 -1.15249 -4.77039 0.0000
H -24.88239 -0.94132 -3.23257 0.0000
C -19.65474 0.11074 -10.02241 0.0000
C -18.39413 0.51419 -9.32434 0.0000
C -18.21111 0.11616 -7.88829 0.0000
O -16.96342 -0.58434 -7.85339 0.0000
C -16.43565 -0.68858 -9.11797 0.0000
O -15.51117 -1.33886 -9.48084 0.0000
O -17.21213 -0.00588 -9.97682 0.0000
H -19.66469 0.66937 -10.95897 0.0000
H -20.55364 0.27783 -9.43503 0.0000
H -19.61425 -0.95517 -10.26544 0.0000
H -18.19156 1.57697 -9.50634 0.0000
H -18.92068 -0.66521 -7.60064 0.0000
H -18.14954 0.97399 -7.22094 0.0000
C -28.48992 -2.06176 -6.74567 0.0000
C -27.86270 -1.13670 -7.75503 0.0003
C -28.82207 -0.35423 -8.68703 0.0002
O -28.23583 0.97464 -8.68410 0.0019
C -27.28558 1.00951 -7.74634 0.0061
O -26.60598 1.99735 -7.53345 0.0316
O -27.30878 -0.04287 -7.00344 0.0018
H -29.11906 -2.77997 -7.28474 0.0000
H -29.12515 -1.60673 -5.98866 0.0000
H -27.75161 -2.69228 -6.24980 0.0000
H -27.10551 -1.69608 -8.30661 0.0000
H -29.83541 -0.29547 -8.29685 0.0000
H -28.77157 -0.82660 -9.66397 0.0000
C -22.54001 1.57719 -13.30293 0.0001
C -23.41666 2.83567 -13.25659 0.0002
C -24.92690 2.53170 -13.32984 0.0000
O -25.37870 2.72532 -12.00329 0.0006
C -24.48837 3.48453 -11.35371 0.0037
O -24.73019 3.89537 -10.24904 0.0257
O -23.33918 3.52169 -12.00611 0.0012
H -21.50522 1.76992 -13.03063 0.0000
H -22.64920 1.06073 -14.25084 0.0000
H -22.94477 0.97382 -12.48257 0.0000
H -23.26666 3.42859 -14.15987 0.0000
H -25.08780 1.49351 -13.61449 0.0000
H -25.40644 3.27244 -13.96985 0.0000
C -21.87040 9.25260 -8.23436 0.0001
C -21.59056 7.76353 -8.48765 0.0002
C -21.11139 6.94642 -7.27219 0.0002
O -22.24826 6.16544 -6.91432 0.0014
C -23.23541 6.32320 -7.76642 0.0045
O -24.19762 5.59111 -7.81142 0.0271
O -22.97543 7.28480 -8.62656 0.0016
H -22.06469 9.43680 -7.17218 0.0000
H -22.67912 9.70338 -8.79841 0.0000
H -20.97814 9.88023 -8.34028 0.0000
H -21.03128 7.59137 -9.40160 0.0000
H -20.74748 7.54921 -6.44250 0.0000
H -20.29957 6.26231 -7.51462 0.0000
```

Total charge ... +1
Frontier orbital gap (spin up / spin down) ... 7.670 / 7.343 eV
HOMO energy (spin up / spin down) ... -12.00 / -12.00 eV
2S+1 ... 6


Arrangement two

A molecular structure, C20H30F6MnO15P. Source: OMol25; level of theory: wB97M-V/def2-TZVPD.

XYZ file:
```
73
Properties=species:S:1:pos:R:3:lowdin_spin:R:1
Mn 0.80599 0.80163 -0.91799 4.9706
P 3.64243 2.16375 -2.65025 -0.0002
F 3.61315 3.41830 -3.69052 0.0005
F 2.78944 3.12669 -1.63850 0.0045
F 2.22916 1.67919 -3.19766 0.0087
F 3.60445 1.09920 -1.42927 0.0094
F 4.55003 1.17089 -3.58510 0.0002
F 5.03263 2.67904 -1.95757 0.0006
C -6.84520 -0.74593 -0.59136 0.0000
C -5.73049 -1.65409 0.09184 0.0000
C -5.21190 -2.99771 -0.55826 0.0000
O -3.80810 -2.66784 -0.71755 0.0000
C -3.54304 -1.48113 -0.33519 0.0000
O -2.43546 -0.94588 -0.58142 0.0013
O -4.55954 -0.90522 0.24642 0.0000
H -7.82807 -1.19458 -0.44721 0.0000
H -6.60864 -0.58374 -1.64295 0.0000
H -6.82882 0.22641 -0.09902 0.0000
H -6.08341 -1.82375 1.10908 0.0000
H -5.72109 -3.29473 -1.47511 0.0000
H -5.42570 -3.76108 0.18985 0.0000
C -1.30178 -4.92898 3.20269 0.0000
C -0.33891 -3.84823 3.80617 0.0000
C 1.11888 -4.27848 4.18907 0.0000
O 1.94436 -3.22283 3.72430 0.0000
C 1.30363 -2.46121 2.85513 0.0000
O 1.77761 -1.75238 1.98634 0.0006
O 0.04355 -2.74008 3.00546 0.0000
H -1.97933 -5.41854 3.90223 0.0000
H -1.01196 -5.76373 2.56449 0.0000
H -1.97968 -4.26745 2.66333 0.0000
H -0.74085 -3.25447 4.62714 0.0000
H 1.38342 -5.23920 3.74733 0.0000
H 1.04061 -4.39068 5.27045 0.0000
C -3.69267 5.26882 -5.20843 0.0000
C -2.72071 5.73960 -4.20780 0.0000
C -3.31851 6.18042 -2.87018 0.0000
O -2.51928 5.40944 -2.01633 0.0001
C -1.87198 4.50791 -2.69971 0.0000
O -1.42582 3.44472 -2.13502 0.0019
O -1.85742 4.72412 -3.92804 0.0000
H -3.27150 4.80868 -6.10229 0.0000
H -4.35443 6.09096 -5.48093 0.0000
H -4.31544 4.50853 -4.73703 0.0000
H -2.13368 6.55005 -4.63985 0.0000
H -4.39792 6.02998 -2.88875 0.0000
H -3.11402 7.22221 -2.62329 0.0000
C 4.73816 5.71529 4.50347 0.0000
C 4.14318 4.30103 4.39688 0.0000
C 2.83361 4.09959 5.30200 0.0000
O 1.96248 3.26716 4.64187 0.0000
C 2.29548 3.36309 3.39921 0.0000
O 1.60649 2.90940 2.46006 0.0006
O 3.50967 3.99940 3.16217 0.0000
H 5.40946 5.82238 3.65144 0.0000
H 5.29166 5.88592 5.42685 0.0000
H 4.05783 6.53041 4.25687 0.0000
H 4.78121 3.43499 4.57290 0.0000
H 2.38961 5.06237 5.55505 0.0000
H 2.90309 3.62881 6.28264 0.0000
C 3.07337 -6.65645 -1.12074 0.0000
C 3.26945 -5.53705 -2.17228 0.0000
C 2.38691 -5.66744 -3.43326 0.0000
O 1.61217 -4.56544 -3.38175 0.0000
C 2.12906 -3.67390 -2.52861 0.0000
O 1.88301 -2.48580 -2.39100 0.0011
O 3.01055 -4.27082 -1.70421 0.0000
H 3.74644 -6.43609 -0.29217 0.0000
H 3.56572 -7.50822 -1.58996 0.0000
H 2.05398 -6.80494 -0.76451 0.0000
H 4.31127 -5.50923 -2.49158 0.0000
H 2.13327 -6.71851 -3.57116 0.0000
H 2.99923 -5.41475 -4.29889 0.0000
```

Total charge ... +1
Frontier orbital gap (spin up / spin down) ... 5.843 / 6.018 eV
HOMO energy (spin up / spin down) ... -12.74 / -12.74 eV
2S+1 ... 6


If we sort the structures by their calculated energies, the order from most to least stable is arrangement one, arrangement two.